1.
DFT (the ωB97M-V functional and the def2-TZVPD basis) results for C34H40AsN2O3PY as an isolated structure.

```
! wB97M-V def2-TZVPD RIJCOSX def2/J DEFGRID3
* xyz 3 1
Y -0.421 1.303 -2.057
As -3.357 -2.720 2.823
P -0.915 -0.829 -0.497
O 1.144 3.016 -1.316
O -1.165 3.287 -2.338
O 1.395 1.379 -3.255
N -1.315 5.539 -2.171
N 3.525 1.929 -3.794
C -2.512 -2.770 5.630
C -3.316 -0.651 4.841
C -2.641 5.586 -2.824
C 0.663 4.372 -1.272
C 3.528 1.101 -5.017
C 2.553 -1.163 1.642
C -2.692 -0.911 7.148
C -2.121 -1.856 0.367
C -1.162 -6.183 1.907
C -1.279 -2.304 -2.805
C 0.685 0.781 1.009
C -0.803 6.856 -1.735
C 2.505 2.839 -1.755
C -0.319 -1.650 -2.006
C -2.373 -2.239 6.906
C 0.549 -0.505 0.481
C 4.767 2.683 -3.515
C -2.394 -1.314 1.768
C 0.427 -2.902 -4.389
C 2.483 2.007 -3.025
C -0.554 -3.694 2.970
C 0.149 -5.868 2.214
C 2.685 0.132 2.148
C 1.500 -1.484 0.808
C 1.757 1.110 1.835
C -2.983 -1.981 4.586
C -0.904 -2.933 -3.977
C -0.685 4.427 -1.978
C 1.010 -1.618 -2.440
C 1.377 -2.242 -3.629
C -3.167 -0.118 6.114
C -1.883 -3.992 2.659
C 0.453 -4.618 2.752
C -2.172 -5.248 2.129
H -0.654 7.470 -2.621
H -2.840 4.644 -3.320
H -1.482 -1.061 2.307
H 3.052 2.308 -0.970
H 3.738 1.752 -5.864
H 2.415 -2.248 -3.935
H 1.474 -4.392 3.033
H -1.713 -2.874 0.391
H -3.389 5.788 -2.060
H 5.003 2.668 -2.454
H -2.583 -0.501 8.143
H -3.025 -0.423 1.716
H 1.385 5.039 -1.742
H 1.781 -1.177 -1.817
H 0.128 6.768 -1.187
H 3.267 -1.925 1.922
H -1.553 7.307 -1.089
H -3.197 -5.513 1.898
H -0.107 1.523 0.876
H 2.980 3.809 -1.896
H 2.563 0.623 -5.136
H 4.671 3.702 -3.884
H 5.572 2.183 -4.045
H -2.021 -2.869 7.711
H -2.616 6.399 -3.545
H 0.721 -3.415 -5.295
H -1.407 -7.161 1.514
H 0.931 -6.601 2.065
H -3.725 -0.020 4.059
H -2.260 -3.811 5.463
H -3.031 -1.883 -0.238
H 0.551 4.676 -0.228
H 4.316 0.357 -4.917
H 3.506 0.361 2.815
H -3.442 0.912 6.304
H -1.640 -3.466 -4.563
H 1.396 -2.497 0.439
H -2.314 -2.364 -2.488
H -0.310 -2.742 3.430
H 1.838 2.098 2.269
*
```

Computed properties:
Max |F| in eV/A: 0.82
Energy above the lowest of the compared OMol25 structures with the same formula, charge and spin in kcal/mol: 8.5
E_LUMO in eV: -9.0



2.
DFT (the ωB97M-V functional and the def2-TZVPD basis) results for C34H40BeN4O3P2 as an isolated structure at a distorted geometry.

```
! wB97M-V def2-TZVPD RIJCOSX def2/J DEFGRID3
* xyz 0 1
P 2.222 -0.685 0.601
P -1.518 -0.633 0.273
O -0.772 -0.386 1.734
O -2.287 1.179 2.392
O -3.105 1.010 4.805
N -2.542 0.967 -0.567
N 3.501 0.080 -0.447
N 3.302 -1.883 1.178
N -2.766 -1.574 1.049
C -0.030 -0.351 -4.372
C -4.155 -1.454 1.046
C -1.190 -0.211 4.036
C -3.819 0.912 -1.100
C -3.612 -3.271 2.276
C -0.037 3.451 -3.882
C -1.182 0.311 -3.695
C -2.165 2.296 -0.671
C 1.294 1.373 -3.139
C 5.381 0.547 -1.641
C -0.301 -1.806 -0.435
C -2.019 -0.436 6.325
C -1.486 0.282 2.711
C -1.045 -1.386 6.578
C -3.225 3.085 -1.132
C -1.083 2.661 -4.729
C 0.804 2.651 -2.893
C 4.443 -1.551 1.944
C -1.743 1.530 -3.994
C -4.262 2.190 -1.445
C 4.840 1.779 -1.148
C -0.174 -1.796 5.558
C -0.236 -1.221 4.286
C 1.194 -1.451 -0.718
C 4.363 -3.811 1.708
C -2.108 0.156 5.061
C -4.689 -2.486 1.790
C 1.226 0.547 -4.379
C 3.684 1.473 -0.453
C 0.532 2.183 0.827
C 3.263 -3.275 1.055
C -2.440 -2.701 1.830
C 4.535 -0.476 -1.210
C 5.113 -2.717 2.262
Be -0.491 1.670 -2.878
H -2.720 -0.121 7.091
H 4.642 -0.520 2.191
H -0.648 2.330 -5.687
H -2.805 1.659 -3.735
H 0.615 3.975 -4.588
H 0.580 -2.555 5.766
H 2.081 -0.141 -4.382
H 0.422 -1.528 3.461
H 1.437 1.693 1.144
H 1.259 -0.816 -1.618
H 0.180 -1.293 -3.846
H 4.614 -1.542 -1.362
H -4.331 -0.030 -1.224
H 5.257 2.768 -1.263
H -0.579 4.217 -3.322
H -1.415 -3.016 1.966
H 1.091 3.109 -1.951
H -0.149 2.430 1.643
H 2.453 -3.736 0.512
H 2.992 2.116 0.054
H -2.970 1.283 3.847
H -3.694 -4.126 2.920
H -1.911 3.354 -4.963
H -5.729 -2.631 1.983
H 1.706 -2.389 -0.984
H 1.286 1.144 -5.301
H -3.284 4.169 -1.132
H 1.960 0.933 -2.389
H -5.245 2.412 -1.833
H 6.285 0.434 -2.226
H 4.601 -4.861 1.800
H -0.756 -2.086 -1.406
H -4.640 -0.657 0.516
H -0.353 -2.716 0.187
H -1.198 2.618 -0.347
H 0.637 2.936 0.034
H -1.673 -0.333 -2.977
H -0.280 -0.667 -5.386
H 6.025 -2.786 2.835
H -0.957 -1.802 7.576
*
```

Computed properties:
Max |F| in eV/A: 3.99
E_LUMO (spin up / spin down) in eV: -1.5 / -1.5